ORCA calculation (ωB97M-V/def2-TZVPD) on 2 unconnected molecules or ions with the total composition C2H6BrNO2S.

XYZ file:
```
13
Properties=species:S:1:pos:R:3:forces:R:3
C 1.4647 1.6105 0.1425 0.737 0.195 -1.313
C 1.8349 0.7872 -0.8219 0.564 -0.746 1.209
N -1.1653 -2.3963 0.4329 -1.530 0.750 -1.914
O -1.4941 0.0285 1.1514 -0.559 1.892 -0.255
O -1.5411 -0.3639 -1.2112 0.274 -1.118 -0.183
S -0.7323 -0.8029 -0.0763 -0.895 -0.381 1.342
Br 2.7086 -0.7941 -0.3077 0.325 -0.687 -0.200
H 1.6571 1.4878 1.2028 -0.212 -0.036 -0.277
H 1.2119 2.5275 -0.3291 -0.897 1.171 0.541
H -1.8446 0.9446 0.8209 1.061 -2.545 0.493
H 1.7526 0.8929 -1.8890 -0.159 0.292 -0.029
H -0.7206 -2.9728 1.1435 0.069 0.672 -0.377
H -2.0295 -2.7682 -0.0334 1.221 0.542 0.962
```
Forces are in eV/Å.

Properties
Strongest force on any atom = 2.80 eV/A
Kohn-Sham gap = 10.3 eV
Relative energy (zero: lowest compared OMol25 entry of this formula, charge and spin) = 37.8 kcal/mol
LUMO = 0.6 eV